Record 1
DFT (ωB97M-V/def2-TZVPD) results for a single C19H17FN2O molecule.

Last column: Löwdin charge in e.
Element x y z (Å)
F (-4.360, 5.060, -4.323)  -0.047
C (-3.393, 5.165, -3.353)  -0.222
C (-3.346, 3.902, -2.509)  -0.144
C (-2.961, 2.681, -3.353)  -0.198
O (-2.928, 1.492, -2.596)  -0.036
C (-1.875, 1.233, -1.778)  -0.261
C (-0.729, 2.014, -1.653)  -0.016
C (0.282, 1.631, -0.790)  -0.022
C (0.183, 0.468, -0.035)  -0.172
C (1.240, 0.039, 0.883)  -0.213
C (2.171, 0.921, 1.444)  0.006
C (3.112, 0.368, 2.295)  -0.115
N (3.150, -0.921, 2.577)  0.126
C (2.221, -1.691, 2.010)  -0.283
C (2.244, -3.123, 2.318)  -0.160
C (3.163, -3.627, 3.237)  -0.031
C (3.184, -4.978, 3.527)  -0.083
C (2.292, -5.837, 2.905)  -0.090
C (1.377, -5.342, 1.989)  -0.084
C (1.351, -3.992, 1.695)  -0.030
N (1.277, -1.256, 1.184)  0.179
C (-0.963, -0.319, -0.177)  -0.012
C (-1.975, 0.058, -1.026)  0.011
H (-3.651, 6.040, -2.748)  0.119
H (-2.446, 5.338, -3.877)  0.121
H (-4.326, 3.724, -2.064)  0.126
H (-2.626, 4.047, -1.702)  0.113
H (-3.730, 2.509, -4.111)  0.133
H (-2.004, 2.849, -3.864)  0.126
H (-0.601, 2.918, -2.228)  0.105
H (1.168, 2.245, -0.730)  0.109
H (2.150, 1.980, 1.246)  0.101
H (3.869, 0.977, 2.775)  0.110
H (3.849, -2.944, 3.712)  0.103
H (3.897, -5.365, 4.240)  0.101
H (2.310, -6.893, 3.133)  0.100
H (0.684, -6.013, 1.503)  0.101
H (0.648, -3.591, 0.981)  0.101
H (-1.040, -1.226, 0.402)  0.109
H (-2.865, -0.541, -1.137)  0.120

Values from the calculation:
* ΔE to the lowest compared entry with this formula, charge and spin: 0.610 eV
* E_LUMO: 0.26 eV
* gap between HOMO and LUMO: 0.3200 hartree
* SMILES: FCCCOc1ccc(-c2ccnc(-c3ccccc3)n2)cc1

Record 2
DFT (ωB97M-V/def2-TZVPD) results for a single C4BrClF2O2 molecule in a non-equilibrium geometry.

Last column: Löwdin charge in e.
Element x y z (Å)
C (-0.649, -0.568, 0.882)  -0.384
C (-0.152, -1.106, -0.540)  -0.372
C (-0.588, 0.814, 0.404)  -0.706
C (0.962, -0.084, -0.705)  -0.570
O (-0.626, -1.150, 1.909)  0.180
O (-0.620, -1.846, -1.332)  0.180
F (-0.308, 1.754, 1.293)  0.040
F (1.236, 0.678, -1.743)  0.046
Cl (-1.635, 1.476, -0.839)  0.780
Br (2.380, 0.032, 0.672)  0.807

Values from the calculation:
* ΔE to the lowest compared entry with this formula, charge and spin: 0.163 eV
* E_LUMO: -1.30 eV
* gap between HOMO and LUMO: 0.3127 hartree

Record 3
DFT (ωB97M-V/def2-TZVPD) results for 2 unconnected molecules or ions with the total composition C3H9NO2 in a non-equilibrium geometry.

Last column: Löwdin charge in e.
Element x y z (Å)
C (0.465, -0.688, -2.228)  -0.047
C (0.888, -0.988, -0.888)  -0.588
N (1.022, 0.157, -0.087)  0.114
O (1.196, -2.081, -0.387)  0.018
H (0.631, -1.524, -2.984)  0.109
H (1.122, 0.036, -2.682)  0.073
H (-0.617, -0.323, -2.313)  0.112
H (1.120, 0.094, 0.928)  0.104
H (0.785, 1.073, -0.434)  0.084
C (-1.916, 1.900, 2.044)  -0.099
O (-1.041, 1.014, 1.278)  -0.145
H (-2.536, 1.117, 2.523)  0.085
H (-2.558, 2.436, 1.447)  0.042
H (-1.363, 2.471, 2.824)  0.097
H (-1.599, 0.716, 0.599)  0.040

Values from the calculation:
* ΔE to the lowest compared entry with this formula, charge and spin: 1.725 eV
* E_LUMO: 0.59 eV
* gap between HOMO and LUMO: 0.3727 hartree
* SMILES: CC(N)=O.CO

Record 4
DFT (ωB97M-V/def2-TZVPD) results for a single C2H7N2OP molecule in a non-equilibrium geometry.

Last column: Löwdin charge in e.
Element x y z (Å)
O (-0.259, 1.738, -2.073)  -0.343
P (-0.613, 1.471, -0.458)  0.779
N (0.830, 0.860, 0.195)  -0.268
C (0.871, -0.453, 0.806)  -0.292
C (-0.487, -1.063, 0.499)  -0.316
N (-1.090, -0.238, -0.514)  -0.265
H (0.315, 1.118, -2.513)  0.026
H (1.545, 1.505, 0.651)  0.111
H (1.072, -0.370, 1.855)  0.082
H (1.809, -1.086, 0.457)  0.133
H (-0.649, -2.143, 0.210)  0.113
H (-1.168, -1.008, 1.483)  0.127
H (-2.175, -0.330, -0.599)  0.112

Values from the calculation:
* ΔE to the lowest compared entry with this formula, charge and spin: 0.964 eV
* E_LUMO: 1.00 eV
* gap between HOMO and LUMO: 0.3550 hartree
* SMILES: OP1NCCN1

Record 5
DFT (ωB97M-V/def2-TZVPD) results for a molecular structure, C4H10N2O in a non-equilibrium geometry.

Last column: Löwdin charge in e.
Element x y z (Å)
C (1.071, -0.781, 0.633)  -0.074
C (-0.529, -1.477, -0.421)  -0.397
N (-0.695, -2.734, -0.002)  0.108
N (-1.119, -0.749, -1.210)  0.114
H (0.008, -3.160, 0.579)  0.092
H (-1.319, -3.344, -0.509)  0.112
H (-0.715, 0.255, -1.184)  0.032
H (1.680, -1.636, 0.340)  0.034
H (1.865, -0.048, 0.816)  0.055
H (0.602, -0.996, 1.592)  0.040
C (-0.525, 2.508, 0.235)  -0.047
C (0.300, 1.603, -0.653)  -0.402
O (1.038, 1.991, -1.521)  0.044
H (0.555, 0.423, -0.067)  0.054
H (-0.303, 3.558, 0.038)  0.077
H (-0.331, 2.270, 1.283)  0.078
H (-1.585, 2.318, 0.050)  0.080

Values from the calculation:
* ΔE to the lowest compared entry with this formula, charge and spin: 5.481 eV
* E_LUMO: 0.58 eV
* gap between HOMO and LUMO: 0.3221 hartree

Record 6
DFT (ωB97M-V/def2-TZVPD) results for a single C23H25N3O4S molecule.

Last column: Löwdin charge in e.
Element x y z (Å)
C (4.210, -3.451, -1.717)  -0.087
C (2.893, -2.807, -2.154)  -0.217
C (2.721, -1.467, -1.499)  -0.250
C (3.255, -0.325, -2.085)  -0.056
C (3.124, 0.903, -1.461)  -0.074
C (2.472, 1.018, -0.247)  -0.026
C (1.948, -0.120, 0.356)  -0.211
N (1.338, -0.095, 1.619)  0.157
C (0.860, 0.981, 2.300)  -0.431
O (0.836, 2.103, 1.847)  0.069
C (0.428, 0.680, 3.744)  -0.216
C (-0.239, -0.684, 3.947)  -0.123
C (-1.429, -0.819, 2.988)  -0.191
N (-1.894, 0.500, 2.636)  -0.248
S (-3.018, 0.557, 1.408)  0.686
O (-3.698, 1.814, 1.480)  -0.272
O (-3.791, -0.655, 1.403)  -0.281
C (-1.941, 0.541, -0.017)  -0.263
C (-1.264, 1.706, -0.362)  -0.041
C (-0.434, 1.710, -1.458)  0.005
C (-0.271, 0.544, -2.217)  -0.179
N (0.533, 0.525, -3.317)  0.178
C (0.786, -0.573, -4.120)  -0.483
O (1.562, -0.484, -5.050)  0.053
C (0.056, -1.772, -3.741)  0.013
C (-0.758, -1.799, -2.669)  -0.001
C (-0.952, -0.638, -1.857)  -0.150
C (-1.793, -0.616, -0.740)  0.000
C (-1.970, 1.423, 3.743)  -0.165
C (-0.545, 1.776, 4.204)  -0.114
C (2.074, -1.352, -0.279)  0.020
H (4.226, -3.592, -0.638)  0.074
H (4.336, -4.419, -2.196)  0.070
H (5.049, -2.816, -1.991)  0.076
H (2.895, -2.684, -3.238)  0.109
H (2.062, -3.462, -1.883)  0.108
H (3.762, -0.401, -3.034)  0.120
H (3.542, 1.785, -1.922)  0.110
H (2.373, 1.974, 0.238)  0.105
H (1.236, -1.003, 2.044)  0.125
H (1.343, 0.736, 4.345)  0.155
H (-0.592, -0.725, 4.979)  0.122
H (0.457, -1.516, 3.820)  0.111
H (-2.235, -1.412, 3.445)  0.127
H (-1.147, -1.312, 2.054)  0.111
H (-1.408, 2.587, 0.239)  0.122
H (0.097, 2.606, -1.740)  0.125
H (1.038, 1.370, -3.559)  0.165
H (0.210, -2.638, -4.365)  0.120
H (-1.292, -2.699, -2.399)  0.123
H (-2.350, -1.494, -0.449)  0.122
H (-2.546, 0.979, 4.568)  0.131
H (-2.508, 2.299, 3.385)  0.115
H (-0.226, 2.719, 3.761)  0.110
H (-0.521, 1.874, 5.289)  0.118
H (1.666, -2.237, 0.191)  0.125

Values from the calculation:
* ΔE to the lowest compared entry with this formula, charge and spin: 0.095 eV
* E_LUMO: 0.05 eV
* gap between HOMO and LUMO: 0.3104 hartree
* SMILES: CCc1cccc(NC(=O)C2CCN(S(=O)(=O)c3ccc4[nH]c(=O)ccc4c3)CC2)c1